(1)
{
  "formula": "C31H33BN7O7P2SeV",
  "method": "wB97M-V/def2-TZVPD",
  "species": ["Se", "V", "P", "P", "O", "O", "O", "O", "O", "O", "O", "N", "N", "N", "N", "N", "N", "N", "C", "C", "C", "C", "C", "C", "C", "C", "C", "C", "C", "C", "C", "C", "C", "C", "C", "C", "C", "C", "C", "C", "C", "C", "C", "C", "C", "C", "C", "C", "C", "B", "H", "H", "H", "H", "H", "H", "H", "H", "H", "H", "H", "H", "H", "H", "H", "H", "H", "H", "H", "H", "H", "H", "H", "H", "H", "H", "H", "H", "H", "H", "H", "H", "H"],
  "coordinates": [[1.45896, 1.25425, 1.65746], [-0.93186, -0.52113, -0.82183], [-1.01653, 2.92844, -1.01323], [-3.07626, 1.36362, -2.45569], [0.21430, 3.67002, -1.32369], [-1.01363, 1.44377, -0.66020], [-4.14303, 1.52299, -3.62656], [-2.24818, 0.11729, -2.61436], [-3.14497, 4.02263, -2.33453], [-1.86683, 3.61463, 0.16731], [-4.01315, 1.41167, -1.17613], [1.01055, -0.13101, -1.77121], [0.14824, -1.72740, 0.48544], [3.06721, 1.87281, 3.96353], [2.03360, -1.01551, -1.88506], [3.90880, 2.58783, 2.09411], [1.33963, -2.33845, 0.22913], [-2.03939, -2.18814, -1.25602], [-4.53412, -1.49603, 1.33617], [4.89629, 2.72166, 5.49057], [6.10350, 3.41093, 5.46232], [4.80390, 2.97359, 3.08302], [-3.11044, -2.43350, -0.51830], [6.64605, 3.87150, 4.26163], [1.27105, 0.84971, -2.64947], [4.26295, 2.51431, 4.27924], [-2.32921, -4.28975, -2.41729], [2.89676, -0.59936, -2.80686], [-4.70074, -0.54362, 2.32991], [0.69128, -3.02900, 2.23421], [-1.89163, -5.20396, -3.40409], [-2.20174, 2.96231, -2.45378], [6.00330, 3.66010, 3.04765], [-0.62979, -2.72290, -3.15613], [-2.62189, 0.50567, 1.66418], [2.44888, 0.60129, -3.33529], [-1.66783, -3.06059, -2.26022], [-3.44861, -4.54669, -1.59149], [-1.46924, 3.15974, -3.77630], [-3.85794, -3.62608, -0.68638], [-3.40664, -1.42890, 0.52183], [2.19225, 1.24281, 4.92976], [-0.23399, -3.61625, -4.10718], [1.67383, -3.10684, 1.25839], [-0.23513, -2.15627, 1.70334], [-3.73559, 0.44489, 2.49803], [2.84727, 1.92010, 2.62037], [-0.85325, -4.88073, -4.22659], [-2.42961, -0.42807, 0.63917], [2.19346, -2.34682, -1.09039], [3.78269, -1.17917, -3.01159], [2.59704, -3.66265, 1.22606], [-0.16371, -1.74783, -3.11116], [2.75644, 0.52619, 5.52696], [-1.89460, 1.29740, 1.80658], [0.66425, -3.51958, 3.19156], [-3.85991, 1.18372, 3.28139], [-2.20276, 3.38638, -4.55006], [2.92248, 1.21705, -4.07980], [6.63090, 3.59435, 6.38875], [0.56934, -3.34420, -4.77965], [-2.40439, -6.15390, -3.49847], [6.42416, 4.01787, 2.11722], [-0.92153, 2.26404, -4.07067], [1.40990, 0.72763, 4.37789], [-1.49451, 4.48737, 0.36475], [-4.72294, -3.79873, -0.06419], [-1.14061, -1.78568, 2.14944], [4.47172, 2.36547, 6.41994], [0.64115, 1.71657, -2.71033], [-0.51238, -5.57952, -4.97861], [-5.28345, -2.26719, 1.20627], [1.85758, -3.28667, -1.78387], [7.58693, 4.40509, 4.27487], [3.34875, -2.44043, -0.74324], [-5.57616, -0.56911, 2.96629], [-3.98277, -5.48361, -1.70391], [-3.61123, 3.92237, -1.49381], [1.74663, 1.99227, 5.58471], [-4.50574, 0.67072, -3.90857], [-3.59404, 1.08165, -0.35595], [-0.76240, 3.98256, -3.68360], [3.96232, 2.76797, 1.10626]],
  "forces_ev_per_angstrom": [[-0.022, 0.005, 0.082], [0.396, 1.136, -0.202], [-0.062, -0.428, -0.236], [-0.087, -0.229, -0.032], [0.038, 0.034, 0.083], [0.364, 0.360, 0.279], [0.154, -0.188, -0.052], [-0.031, 0.353, 0.410], [-0.062, -0.105, -0.053], [0.004, 0.251, 0.146], [0.013, -0.079, 0.012], [0.080, -0.331, -0.404], [0.276, -0.414, 0.098], [0.021, -0.023, 0.164], [-0.188, -0.038, 0.334], [0.105, 0.074, 0.011], [-0.021, 0.333, -0.117], [-0.353, -0.707, -0.561], [0.011, 0.105, 0.126], [0.064, 0.033, 0.047], [-0.022, -0.003, -0.061], [-0.074, -0.011, -0.253], [0.003, -0.088, 0.188], [-0.032, -0.022, 0.035], [-0.106, 0.039, 0.136], [-0.228, -0.131, 0.051], [-0.058, -0.175, -0.057], [0.118, 0.040, -0.034], [0.052, 0.000, -0.055], [0.087, -0.072, -0.004], [-0.069, 0.050, 0.064], [-0.014, 0.056, -0.075], [0.037, 0.019, 0.022], [-0.077, 0.087, 0.109], [0.011, 0.010, -0.115], [0.052, -0.045, 0.000], [-0.110, 0.196, 0.134], [-0.045, -0.148, -0.080], [-0.026, 0.012, -0.021], [-0.005, 0.152, 0.106], [0.140, -0.307, -0.274], [0.064, 0.036, -0.084], [-0.014, -0.179, -0.132], [0.094, -0.046, 0.100], [-0.131, 0.218, -0.043], [-0.033, 0.006, 0.031], [0.070, 0.024, 0.029], [0.109, 0.137, -0.012], [-0.332, -0.022, 0.122], [-0.146, -0.048, -0.009], [-0.013, 0.035, 0.007], [-0.035, 0.019, 0.022], [0.011, -0.020, 0.065], [0.002, -0.004, -0.002], [-0.004, 0.012, -0.008], [0.011, 0.018, -0.025], [0.005, -0.006, -0.009], [-0.002, -0.011, 0.003], [-0.011, -0.012, 0.015], [0.000, 0.000, -0.007], [-0.012, -0.030, -0.005], [0.010, 0.011, 0.011], [-0.008, -0.007, 0.015], [-0.009, -0.007, 0.028], [-0.012, -0.003, 0.001], [-0.088, -0.167, -0.041], [0.016, -0.040, -0.013], [-0.002, 0.006, -0.031], [0.008, 0.006, -0.014], [-0.013, -0.012, 0.022], [0.002, 0.012, -0.008], [0.011, 0.017, 0.004], [-0.057, 0.099, 0.064], [-0.005, -0.003, 0.004], [-0.073, -0.031, -0.076], [0.023, 0.003, 0.004], [0.018, 0.011, -0.014], [0.103, 0.045, 0.024], [-0.005, 0.005, 0.002], [0.067, 0.132, 0.023], [0.055, -0.027, -0.029], [-0.030, 0.011, 0.022], [0.018, 0.011, -0.007]],
  "e_above_lowest_ev": 0.480,
  "lumo_energy_ev": [-0.5, -0.5],
  "gap_ev": [6.75, 6.68],
  "multiplicity": 3
}

---

(2)
{
  "formula": "C31H33ClHfN2O2Si2",
  "method": "wB97M-V/def2-TZVPD",
  "species": ["Hf", "Cl", "Si", "Si", "O", "O", "N", "N", "C", "C", "C", "C", "C", "C", "C", "C", "C", "C", "C", "C", "C", "C", "C", "C", "C", "C", "C", "C", "C", "C", "C", "C", "C", "C", "C", "C", "C", "C", "C", "H", "H", "H", "H", "H", "H", "H", "H", "H", "H", "H", "H", "H", "H", "H", "H", "H", "H", "H", "H", "H", "H", "H", "H", "H", "H", "H", "H", "H", "H", "H", "H", "H"],
  "coordinates": [[-0.75616, -0.79982, 1.89522], [0.59310, -2.57083, 2.82296], [2.35872, 1.00487, -1.57778], [-0.74277, -0.89857, -0.72690], [0.36329, -0.07264, 3.74471], [0.39522, 1.04512, 5.73859], [-0.96806, 1.72161, 4.05009], [-1.20231, 1.55381, 2.62334], [-1.36009, 1.45510, -2.16197], [1.95129, 3.74919, -1.56149], [-0.38070, -2.99945, -4.90713], [-3.10071, -0.35652, 2.80344], [0.85013, -2.60826, 0.24002], [-2.07467, -2.26769, 3.57416], [-0.11510, 3.74277, 0.30686], [0.95169, 1.58813, -3.78031], [2.24729, -0.66869, -0.71786], [0.60780, -3.27536, -3.95730], [-1.55088, -2.31310, -4.54896], [1.68344, 2.58562, -0.81499], [-2.40516, -2.48821, 2.19064], [-0.02018, 0.86972, 4.50131], [1.99560, -3.39982, 0.18095], [0.80679, 2.68615, 0.27337], [-2.48495, -0.96286, 3.93674], [-3.10040, -1.31294, 1.73538], [1.00595, -1.14261, 0.06570], [3.21120, -2.86239, -0.22805], [0.81223, 0.51170, -2.82088], [-0.11468, 2.42648, -4.02307], [0.43746, -2.82554, -2.64573], [1.22922, -0.03365, 6.31678], [3.33073, -1.50982, -0.62048], [1.03553, 4.79821, -1.53941], [-0.68532, -2.06940, -2.28736], [-0.36288, 0.53723, -1.92406], [-1.70120, -1.85990, -3.23504], [-0.04203, 4.75675, -0.65095], [-1.26802, 2.36905, -3.22867], [-0.04451, 3.18905, -4.79716], [-3.74251, -1.24527, 0.86933], [-0.16205, -3.06176, 0.35743], [-2.59017, -1.27699, -2.97424], [-0.80211, 5.53407, -0.68484], [-2.33211, -2.10032, -5.28567], [1.52363, -3.81628, -4.21971], [0.85741, 1.92541, 1.06428], [-2.19759, -1.02759, -0.40648], [3.61777, 1.35989, -2.06288], [-2.37179, -3.44876, 1.69382], [-1.00775, 2.63457, 4.48730], [1.43847, 0.31431, 7.31991], [-2.10022, 3.06332, -3.39817], [-0.90338, 3.79168, 1.06337], [4.09847, -3.48868, -0.22891], [-3.70645, 0.54298, 2.80748], [-2.14387, 1.90755, 2.48037], [1.15491, 5.62775, -2.23465], [-2.25665, 1.44132, -1.52882], [1.91809, -4.44921, 0.46652], [2.15418, -0.13792, 5.73670], [-2.52173, -0.58385, 4.95311], [1.15019, -0.62525, 1.06374], [-0.22616, -3.29727, -5.94174], [0.65788, -0.96958, 6.34379], [2.82499, 3.79520, -2.20900], [-0.62519, 2.25883, 2.16102], [4.31357, -1.12936, -0.87552], [1.22612, -3.04234, -1.92803], [-1.70628, -3.00412, 4.27862], [1.15810, -0.49560, -3.14406], [1.91632, 1.71073, -4.26881]],
  "forces_ev_per_angstrom": [[0.926, -0.710, 4.434], [0.602, -0.259, 0.676], [-2.132, -1.045, 2.377], [0.060, -1.016, -5.189], [-0.280, 2.008, 1.267], [-0.403, -0.324, -1.148], [0.197, -0.356, -0.593], [0.401, 1.722, 0.760], [-0.069, 0.700, -0.111], [-0.813, -0.387, -0.105], [-0.030, 0.132, -0.068], [-0.571, -1.456, -0.576], [0.526, 0.277, -0.325], [-1.082, 0.586, -0.281], [0.455, -0.074, 0.172], [-0.680, -0.822, 0.106], [-0.817, 0.631, 1.834], [-0.312, 0.149, 0.024], [0.247, -0.070, 0.229], [0.968, 0.195, 0.426], [-0.952, 0.632, 0.616], [1.089, -1.940, -0.266], [0.074, 0.127, -0.040], [-0.675, 0.157, -0.491], [-0.290, -0.816, -0.575], [-0.725, -0.122, 1.222], [1.175, -1.023, -0.949], [0.153, 0.023, 0.723], [-0.155, 0.743, 0.064], [0.086, 0.776, 0.091], [0.029, 0.149, -0.297], [0.026, 0.054, -0.254], [-0.187, -0.665, -0.496], [0.002, 0.150, 0.306], [-0.175, -0.258, 0.640], [-0.118, -0.055, -0.547], [0.271, 0.025, -0.141], [0.091, -0.010, -0.144], [0.031, -0.249, 0.223], [0.037, -0.140, 0.193], [0.359, 0.080, -0.110], [0.948, 0.217, -0.249], [0.222, -0.187, -0.046], [0.185, -0.109, 0.084], [0.353, -0.186, 0.243], [-0.467, 0.167, -0.005], [-0.195, 0.004, -0.486], [-0.099, 0.840, -0.262], [1.402, 0.007, -1.173], [0.181, 0.151, -0.099], [-0.240, 0.152, -0.289], [0.007, 0.032, 0.023], [0.396, -0.312, -0.113], [0.277, 0.157, -0.181], [-0.163, 0.098, -0.018], [0.290, -0.009, -0.050], [-0.165, -0.369, -0.073], [-0.024, -0.071, 0.293], [0.341, 0.170, -0.332], [0.048, 0.197, -0.298], [-0.386, 0.013, 0.132], [0.411, 0.134, -0.260], [-0.305, 0.693, 0.924], [-0.105, -0.032, 0.191], [0.165, 0.345, -0.142], [-0.287, -0.110, -0.186], [0.165, -0.166, -0.023], [-0.016, -0.166, -0.440], [-0.285, 0.141, -0.362], [0.315, 0.202, -0.374], [0.045, 0.626, 0.325], [-0.356, -0.145, -0.431]],
  "e_above_lowest_ev": 4.134,
  "lumo_energy_ev": [-6.9, -6.9],
  "gap_ev": [4.85, 4.85],
  "charge": 2
}